Here is an isolated molecule of C22H25FN6O2 from the Open Molecules 2025 dataset. Energies are from the ωB97M-V functional and the def2-TZVPD basis.

Results
HOMO-LUMO gap ... 8.9 eV
Net charge ... 0
Structure (SMILES) ... CCn1cc(C2=NO[C@@H](C(=O)Nc3c(C)nn(Cc4ccc(F)cc4)c3C)C2)c(C)n1
Total energy ... -1432.193533 Ha
Highest occupied orbital energy ... -8.21 eV

Last column: natural (NBO) charge in e.
Cartesian coordinates (Å):
C: -6.8860 -3.0697 1.4464  -0.611
C: -7.2953 -2.2261 0.2411  -0.207
N: -6.3698 -1.1486 0.0191  -0.160
C: -5.1845 -1.2001 -0.6076  -0.007
C: -4.6256 0.0667 -0.5202  -0.215
C: -3.3738 0.5046 -1.0561  0.211
N: -2.9299 1.6940 -0.9309  -0.110
O: -1.7132 1.8307 -1.5612  -0.386
C: -1.2683 0.5545 -2.0505  -0.014
C: -0.0183 0.0683 -1.2876  0.660
O: 0.2808 -1.1105 -1.2906  -0.635
N: 0.6323 1.0773 -0.6918  -0.586
C: 1.8140 1.1275 0.0550  0.017
C: 2.3824 2.3654 0.4438  0.124
C: 1.8684 3.7297 0.1489  -0.651
N: 3.4829 2.1580 1.1402  -0.279
N: 3.6363 0.8371 1.2207  -0.160
C: 4.7852 0.2852 1.8844  -0.230
C: 5.7999 -0.2438 0.8993  -0.061
C: 6.3656 -1.5015 1.0571  -0.184
C: 7.2929 -1.9772 0.1467  -0.283
C: 7.6391 -1.1777 -0.9265  0.400
F: 8.5398 -1.6362 -1.8203  -0.325
C: 7.0890 0.0785 -1.1099  -0.276
C: 6.1689 0.5402 -0.1880  -0.178
C: 2.6567 0.1555 0.5732  0.166
C: 2.6472 -1.3276 0.5475  -0.676
C: -2.4521 -0.3949 -1.8481  -0.483
C: -5.5843 0.8245 0.2070  0.186
C: -5.4951 2.2532 0.5854  -0.642
N: -6.6157 0.0657 0.5164  -0.272
H: -7.6106 -3.8628 1.6077  0.215
H: -6.8423 -2.4474 2.3365  0.220
H: -5.9077 -3.5168 1.2858  0.207
H: -8.2732 -1.7733 0.4157  0.227
H: -7.3390 -2.8457 -0.6592  0.201
H: -4.8239 -2.0976 -1.0689  0.217
H: -0.9881 0.6795 -3.1023  0.217
H: 0.1827 1.9827 -0.7870  0.428
H: 1.8289 3.9034 -0.9265  0.218
H: 0.8658 3.8620 0.5561  0.219
H: 2.5302 4.4627 0.6003  0.242
H: 4.4716 -0.5078 2.5697  0.210
H: 5.2222 1.1044 2.4634  0.243
H: 6.0826 -2.1174 1.8981  0.213
H: 7.7406 -2.9520 0.2571  0.230
H: 7.3831 0.6745 -1.9591  0.231
H: 5.7270 1.5180 -0.3081  0.230
H: 2.5111 -1.7252 1.5541  0.213
H: 1.8341 -1.6755 -0.0816  0.281
H: 3.5904 -1.7062 0.1540  0.226
H: -2.9202 -0.7067 -2.7829  0.231
H: -2.1502 -1.2845 -1.2928  0.254
H: -4.6341 2.4116 1.2317  0.231
H: -5.3472 2.8622 -0.3038  0.233
H: -6.4031 2.5551 1.0989  0.227

Cartesian forces (eV/Å) of the 2 atoms listed first:
-0.1 0.1 -0.2
-0.2 -0.5 0.3

***

Here is a structure of composition C22H25IrN4O2S from the Open Molecules 2025 dataset. Energies are from the ωB97M-V functional and the def2-TZVPD basis.

Results
HOMO-LUMO gap (spin up / spin down) ... 8.1 / 5.1 eV
<S²> ... 0.7611
Net charge ... +1
Multiplicity ... 2
Total energy ... -1725.193746 Ha
Highest occupied orbital energy (spin up / spin down) ... -11.16 / -10.95 eV

Last column: natural (NBO) charge in e.
Cartesian coordinates (Å):
Ir: -0.2207 -0.3912 -0.0532  1.232
C: -3.0100 -1.8209 -0.0807  -0.433
N: -2.3823 -0.4747 -0.1320  -0.407
C: -2.9521 0.3390 0.9867  -0.228
C: -2.5259 -0.1035 2.3763  -0.432
C: -1.1241 0.3243 2.7622  -0.229
N: -0.0699 -0.3221 1.9775  -0.429
C: 0.9922 -0.6981 2.5972  0.204
C: 2.2271 -1.1207 2.0045  -0.216
C: 3.1918 -1.7108 2.8429  -0.132
C: 4.4442 -2.0143 2.3766  -0.221
C: 4.7813 -1.6900 1.0530  -0.155
C: 3.8730 -1.0910 0.2179  -0.211
C: 2.5679 -0.8119 0.6657  0.372
O: 1.7415 -0.2543 -0.1890  -0.616
C: -2.8308 0.1821 -1.4016  -0.229
C: -2.5684 -0.6054 -2.6849  -0.433
C: -1.1262 -1.1154 -2.8528  -0.235
N: -0.2391 -0.2376 -2.0986  -0.448
C: 0.3429 0.7352 -2.7012  0.210
C: 0.9061 1.9006 -2.0740  -0.226
C: 1.7381 2.7336 -2.8387  -0.127
C: 2.1937 3.9298 -2.3398  -0.238
C: 1.7771 4.3373 -1.0689  -0.152
C: 0.9338 3.5553 -0.3109  -0.221
C: 0.4967 2.3129 -0.7859  0.362
O: -0.3174 1.6022 -0.0124  -0.698
H: -4.0884 -1.7081 -0.2169  0.207
H: -2.6099 -2.4561 -0.8639  0.223
H: -2.8181 -2.2967 0.8729  0.239
H: -2.6490 1.3727 0.8144  0.232
H: -4.0407 0.2837 0.8981  0.209
H: -3.2071 0.3797 3.0796  0.247
H: -2.6484 -1.1764 2.5268  0.234
H: -1.0144 1.4011 2.6040  0.222
H: -0.9508 0.1187 3.8195  0.216
H: 0.9735 -0.6607 3.6851  0.206
H: 2.9253 -1.9260 3.8706  0.224
H: 5.1705 -2.4837 3.0245  0.234
H: 5.7734 -1.9149 0.6840  0.231
H: 4.1224 -0.8354 -0.8029  0.228
H: -3.9074 0.3559 -1.3199  0.216
H: -2.3426 1.1553 -1.4361  0.227
H: -3.2618 -1.4405 -2.7811  0.230
H: -2.8037 0.0820 -3.5002  0.238
H: -1.0182 -2.1284 -2.4694  0.220
H: -0.8440 -1.1216 -3.9067  0.218
H: 0.3449 0.7161 -3.7917  0.201
H: 2.0197 2.4164 -3.8359  0.220
H: 2.8487 4.5564 -2.9278  0.232
H: 2.1175 5.2855 -0.6735  0.229
H: 0.6031 3.8718 0.6692  0.224
S: 0.1023 -2.6831 -0.0657  0.034
C: -0.5800 -3.1786 1.3994  0.036
N: -1.0571 -3.4754 2.4077  -0.341

Cartesian forces (eV/Å) of the 2 atoms listed first:
0.0 0.1 0.0
0.0 0.0 0.0

***

Here is a cluster of 2 separate species, C22H25N2 in total in a non-equilibrium geometry from the Open Molecules 2025 dataset. Energies are from the ωB97M-V functional and the def2-TZVPD basis.

Results
HOMO-LUMO gap ... 6.1 eV
Net charge ... +1
Total energy ... -962.587090 Ha
Highest occupied orbital energy ... -10.50 eV

Last column: natural (NBO) charge in e.
Cartesian coordinates (Å):
C: -1.4115 -2.1092 0.8188  -0.596
C: -0.9336 -1.5354 2.1588  -0.428
C: -0.0768 -0.3188 2.0547  -0.103
C: 1.3346 -0.2645 2.0574  0.280
C: 2.2967 -1.3810 1.9365  -0.677
N: 1.7109 1.0483 2.1736  -0.503
C: 0.5869 1.8433 2.4400  -0.121
C: -0.5256 1.0171 2.0494  0.057
C: -1.9306 1.4456 1.9731  -0.668
H: -2.0453 -2.9862 0.9835  0.223
H: -1.9972 -1.3700 0.2601  0.207
H: -0.5682 -2.4199 0.1928  0.210
H: -1.8165 -1.2653 2.7596  0.217
H: -0.3828 -2.3073 2.7203  0.218
H: 1.7816 -2.3371 2.1296  0.244
H: 2.7846 -1.4808 0.9453  0.255
H: 3.0954 -1.2517 2.6860  0.237
H: 2.6785 1.3608 2.2105  0.427
H: 0.6501 2.9028 2.1839  0.244
H: -2.0058 2.5147 1.7342  0.228
H: -2.4695 0.9118 1.1786  0.249
H: -2.4899 1.2724 2.9097  0.236
C: 3.0780 4.9486 7.0433  -0.414
N: 2.2280 4.1093 6.1883  -0.337
C: 1.3341 4.7668 5.3665  0.210
C: 1.2698 6.1676 5.3916  -0.254
C: 0.3282 6.8635 4.6374  -0.141
C: -0.5737 6.1379 3.8370  -0.238
C: -0.5387 4.7542 3.8115  -0.109
C: 0.4292 4.0247 4.5334  -0.171
C: 0.5050 2.5938 4.4563  -0.048
C: 1.3470 1.9599 5.4352  -0.066
C: 2.2329 2.7258 6.2677  0.200
C: 3.0552 2.0535 7.1915  -0.258
C: 3.0295 0.6668 7.3183  -0.144
C: 2.1494 -0.0762 6.5107  -0.221
C: 1.2951 0.5619 5.6253  -0.179
H: 3.7709 4.3561 7.6361  0.226
H: 3.6763 5.6324 6.4284  0.220
H: 2.4688 5.5456 7.7365  0.222
H: 1.9791 6.7438 6.0128  0.233
H: 0.3462 7.9555 4.6360  0.237
H: -1.3068 6.6888 3.2524  0.233
H: -1.2854 4.2105 3.2280  0.212
H: -0.5139 2.1158 4.4040  0.235
H: 3.7563 2.6100 7.8338  0.225
H: 3.7342 0.1720 7.9982  0.237
H: 2.1350 -1.1570 6.6128  0.229
H: 0.5654 -0.0275 5.0789  0.225

Cartesian forces (eV/Å) of the 2 atoms listed first:
0.0 -0.1 0.0
-0.2 -0.3 -0.2

***

Here is an isolated molecule of C22H25N3O2 from the Open Molecules 2025 dataset. Energies are from the ωB97M-V functional and the def2-TZVPD basis.

Results
HOMO-LUMO gap ... 8.6 eV
Net charge ... 0
Structure (SMILES) ... Cc1ccc(C(=O)N/C(=C/c2cccnc2)C(=O)N2CCCCCC2)cc1
Total energy ... -1168.115456 Ha
Highest occupied orbital energy ... -8.27 eV

Last column: natural (NBO) charge in e.
Cartesian coordinates (Å):
C: -0.9491 3.4487 -6.5846  -0.630
C: -0.7026 2.7551 -5.2816  0.006
C: 0.0295 1.5724 -5.2407  -0.203
C: 0.2496 0.9204 -4.0455  -0.173
C: -0.2730 1.4246 -2.8562  -0.100
C: 0.0071 0.6646 -1.6114  0.669
O: 1.0080 -0.0066 -1.4615  -0.607
N: -0.9473 0.7795 -0.6361  -0.605
C: -0.9369 0.0539 0.5485  0.129
C: -1.7132 0.4183 1.5813  -0.245
C: -1.8152 -0.2563 2.8622  -0.101
C: -1.6717 -1.6353 3.0333  -0.167
C: -1.7655 -2.1704 4.3054  -0.251
C: -2.0119 -1.3177 5.3714  0.027
N: -2.1782 -0.0131 5.2247  -0.414
C: -2.0889 0.4939 4.0125  0.046
C: -0.1382 -1.2289 0.5001  0.680
O: -0.5829 -2.1626 -0.1459  -0.633
N: 0.9673 -1.3002 1.2602  -0.437
C: 1.4999 -0.1686 1.9835  -0.203
C: 3.0282 -0.0873 1.9638  -0.410
C: 3.6335 -0.3352 0.5800  -0.421
C: 3.9373 -1.8111 0.3264  -0.387
C: 2.6818 -2.6492 0.1116  -0.410
C: 1.6869 -2.5583 1.2697  -0.225
C: -0.9952 2.6139 -2.8899  -0.193
C: -1.2015 3.2678 -4.0904  -0.221
H: -1.2911 4.4685 -6.4275  0.217
H: -1.7130 2.9148 -7.1504  0.225
H: -0.0431 3.4678 -7.1869  0.222
H: 0.4318 1.1649 -6.1567  0.213
H: 0.8225 0.0063 -4.0083  0.237
H: -1.7311 1.3983 -0.7909  0.406
H: -2.2904 1.3328 1.4936  0.205
H: -1.5216 -2.2779 2.1807  0.235
H: -1.6615 -3.2327 4.4650  0.220
H: -2.0933 -1.6889 6.3844  0.192
H: -2.2315 1.5658 3.9451  0.185
H: 1.0955 0.7383 1.5276  0.211
H: 1.1534 -0.2027 3.0276  0.196
H: 3.2936 0.9139 2.3106  0.217
H: 3.4537 -0.7948 2.6782  0.195
H: 2.9523 0.0252 -0.1912  0.232
H: 4.5658 0.2280 0.4986  0.206
H: 4.5094 -2.2130 1.1681  0.185
H: 4.5625 -1.8942 -0.5649  0.208
H: 2.9650 -3.6942 -0.0285  0.206
H: 2.1688 -2.3104 -0.7892  0.228
H: 0.9412 -3.3502 1.1549  0.232
H: 2.1827 -2.6748 2.2352  0.194
H: -1.3721 3.0625 -1.9808  0.203
H: -1.7568 4.1949 -4.1012  0.212

Cartesian forces (eV/Å) of the 2 atoms listed first:
0.0 0.0 0.0
0.0 0.0 0.1

***

Here is a structure of composition C22H25N3O3Ru from the Open Molecules 2025 dataset. Energies are from the ωB97M-V functional and the def2-TZVPD basis.

Results
HOMO-LUMO gap (spin up / spin down) ... 7.0 / 6.9 eV
<S²> ... 0.7594
Net charge ... +1
Multiplicity ... 2
Total energy ... -1338.028936 Ha
Highest occupied orbital energy (spin up / spin down) ... -10.74 / -10.93 eV

Last column: natural (NBO) charge in e.
Cartesian coordinates (Å):
Ru: 1.2158 -0.4901 -0.3554  1.299
O: -0.1658 -1.1786 -1.6090  -0.688
C: -0.7291 -2.3550 -1.5868  0.386
C: -1.7544 -2.5991 -2.5290  -0.244
C: -2.4129 -3.8006 -2.5671  -0.149
C: -2.1012 -4.8336 -1.6686  -0.260
C: -1.1052 -4.6312 -0.7540  -0.122
C: -0.3979 -3.4059 -0.6819  -0.249
C: 0.6264 -3.3144 0.3050  0.194
N: 1.3320 -2.2618 0.5782  -0.482
C: 2.4222 -2.3233 1.5608  -0.239
C: 2.6170 -0.9366 2.1507  -0.242
N: 2.5537 0.0467 1.0660  -0.442
C: 3.0872 1.2064 1.1950  0.207
C: 2.9720 2.2831 0.2510  -0.262
C: 3.6119 3.4952 0.5809  -0.125
C: 3.6038 4.5701 -0.2733  -0.248
C: 2.9596 4.4450 -1.5084  -0.139
C: 2.3405 3.2710 -1.8706  -0.292
C: 2.3203 2.1635 -1.0025  0.443
O: 1.7106 1.0704 -1.4293  -0.686
H: -1.9871 -1.8088 -3.2298  0.224
H: -3.1845 -3.9575 -3.3096  0.226
H: -2.6355 -5.7711 -1.7073  0.230
H: -0.8397 -5.4165 -0.0575  0.215
H: 0.8345 -4.2233 0.8722  0.196
H: 3.3335 -2.6371 1.0421  0.214
H: 2.2048 -3.0559 2.3424  0.219
H: 3.5661 -0.8716 2.6874  0.221
H: 1.8037 -0.7076 2.8478  0.218
H: 3.6767 1.4079 2.0903  0.194
H: 4.1202 3.5636 1.5346  0.216
H: 4.0941 5.4935 -0.0034  0.231
H: 2.9502 5.2825 -2.1932  0.228
H: 1.8571 3.1630 -2.8315  0.233
O: -0.0933 0.4066 0.9257  -0.593
C: -0.8534 1.3740 0.7015  0.765
C: -1.2134 1.8639 -0.6519  -0.524
C: -2.4600 1.0064 -1.0268  -0.391
C: -3.5626 0.8358 0.0325  -0.416
C: -3.1873 -0.0105 1.2647  -0.435
C: -2.4558 0.7815 2.3596  -0.219
N: -1.6175 1.8201 1.7219  -0.588
H: -0.4195 1.7201 -1.3806  0.269
H: -1.4778 2.9221 -0.5912  0.231
H: -2.0961 0.0153 -1.3148  0.232
H: -2.8894 1.4569 -1.9217  0.234
H: -4.3944 0.3433 -0.4725  0.238
H: -3.9588 1.8085 0.3444  0.195
H: -2.5665 -0.8498 0.9365  0.210
H: -4.0861 -0.4504 1.6978  0.235
H: -1.8387 0.1457 2.9896  0.220
H: -3.1537 1.3115 3.0063  0.219
H: -2.1762 2.6166 1.4428  0.393

Cartesian forces (eV/Å) of the 2 atoms listed first:
-0.4 0.3 0.3
0.1 0.2 -0.1

***

Values of energy relative to the best compared isomer or geometry (same formula, charge and spin), in order: 0.000 0.000 0.288 1.192 0.025, all in eV.